The following is a quantum chemistry calculation of 3 unconnected molecules or ions with the total composition C22H55N8O6P2, from the OMol25 dataset.

Values from the calculation:
2S+1 = 1
E_HOMO = -4.1 eV
LUMO energy = 0.02924 Eh
Total charge = -1
Frontier orbital gap = 0.181 hartree

The geometry in XYZ format:
```
93
Properties=species:S:1:pos:R:3:forces:R:3
C 1.321 3.732 -1.666 -0.136 0.027 -0.193
C 0.072 3.441 -0.830 -0.054 -0.316 0.439
N 0.339 2.600 0.364 0.001 0.114 -0.992
N -0.246 1.313 0.202 -0.204 -0.171 0.374
C 0.661 0.387 -0.467 -0.418 0.212 -0.730
C 0.156 -1.053 -0.532 0.878 -0.575 0.679
C 0.704 -1.835 -1.746 -0.864 0.886 0.496
C 2.159 -1.587 -2.071 0.060 -0.814 -1.081
O 3.059 -2.266 -1.174 -0.054 0.367 -0.217
C 3.671 -1.462 -0.255 -0.080 0.297 0.175
C 4.793 -0.557 -0.700 0.563 -0.296 -0.005
O 3.355 -1.500 0.887 -0.104 -0.342 0.740
C -0.782 0.809 1.471 0.229 0.669 0.013
C 0.264 0.248 2.450 0.282 -1.090 0.637
O 1.344 0.860 2.602 -0.239 0.415 -0.417
O -0.070 -0.816 3.039 -0.271 0.307 -0.034
H 2.229 3.665 -1.065 -0.007 0.097 0.074
H 1.296 4.725 -2.119 -0.015 0.029 0.004
H 1.411 3.008 -2.478 0.105 -0.049 0.018
H -0.664 2.892 -1.417 -0.053 0.117 -0.114
H -0.414 4.359 -0.489 0.146 0.147 -0.087
H 1.350 2.495 0.421 -0.029 -0.140 0.579
H 1.662 0.418 -0.013 -0.014 -0.038 0.146
H 0.757 0.748 -1.503 0.071 0.139 0.035
H -0.929 -1.127 -0.497 -0.052 0.201 -0.206
H 0.515 -1.556 0.370 -0.169 0.014 0.105
H 0.086 -1.528 -2.597 0.320 -0.055 -0.288
H 0.502 -2.896 -1.592 0.258 -0.094 -0.076
H 2.398 -0.530 -2.194 0.035 0.073 0.389
H 2.352 -2.031 -3.053 0.071 -0.022 0.006
H 5.362 -0.960 -1.537 -0.269 0.141 -0.271
H 5.480 -0.506 0.142 -0.066 0.105 0.083
H 4.454 0.462 -0.882 -0.160 -0.052 -0.207
H -1.584 0.102 1.269 0.171 -0.273 0.033
H -1.247 1.669 1.958 -0.002 0.037 -0.039
O -2.530 0.631 9.437 -1.741 -0.419 -2.567
P -1.462 0.746 8.385 4.428 0.706 2.792
N -0.474 -0.605 8.771 -0.158 -0.012 0.027
C 0.821 -0.659 9.393 0.376 0.043 -0.219
C -1.121 -1.900 8.659 -0.401 0.068 -0.080
N -0.860 2.309 8.839 -0.505 0.268 0.550
C 0.521 2.586 9.158 0.197 0.068 -0.570
C -1.730 3.130 9.669 -0.088 -0.138 0.225
N -0.865 0.914 6.831 -1.674 0.117 -0.357
C 0.180 0.127 6.183 -0.039 -0.612 -0.321
C -1.196 2.125 6.081 -0.266 0.009 -0.145
H 1.496 -1.308 8.818 -0.042 -0.069 0.061
H 0.771 -1.053 10.419 -0.029 0.031 0.000
H 1.323 0.302 9.435 -0.193 0.047 0.001
H -1.311 -2.162 7.609 -0.035 -0.060 0.050
H -2.075 -1.923 9.197 0.006 0.019 -0.037
H -0.494 -2.688 9.076 0.130 0.100 0.020
H 0.797 2.222 10.158 0.082 0.018 -0.022
H 0.696 3.666 9.145 -0.077 0.011 0.008
H 1.199 2.168 8.411 -0.037 -0.157 0.053
H -1.691 2.841 10.729 -0.069 0.049 0.019
H -2.763 3.061 9.341 -0.004 -0.105 0.048
H -1.436 4.182 9.591 0.162 -0.054 -0.067
H 1.174 0.440 6.519 -0.044 0.002 0.122
H 0.142 0.247 5.099 -0.077 0.064 0.026
H 0.065 -0.941 6.344 0.029 0.027 0.144
H -0.397 2.866 6.170 0.015 -0.011 0.005
H -2.121 2.572 6.441 0.046 0.042 0.099
H -1.338 1.896 5.024 0.068 -0.120 0.027
O -1.223 -1.942 -5.387 -0.475 -4.088 0.365
P -1.169 -2.166 -6.885 1.022 7.670 -1.204
N 0.326 -1.283 -7.026 0.805 -0.048 -0.174
C 0.562 0.083 -7.415 -0.004 0.034 -0.247
C 1.493 -1.927 -6.458 -0.229 -0.230 0.194
N -2.622 -1.297 -7.239 -0.770 -0.663 0.563
C -2.680 -0.055 -7.974 0.038 -0.260 -0.620
C -3.642 -1.298 -6.195 0.070 0.068 0.244
N -1.015 -2.538 -8.557 -1.149 -1.820 0.452
C 0.034 -2.133 -9.472 0.650 -0.572 -0.019
C -2.172 -3.102 -9.251 0.046 -0.375 -0.023
H 1.363 0.134 -8.170 0.082 0.040 0.082
H 0.865 0.707 -6.566 -0.037 0.011 0.014
H -0.294 0.559 -7.882 -0.131 -0.105 0.110
H 1.802 -2.797 -7.060 0.067 -0.045 0.081
H 1.312 -2.266 -5.433 0.006 -0.046 -0.019
H 2.346 -1.249 -6.424 -0.072 0.120 -0.069
H -2.352 0.797 -7.366 0.029 0.016 -0.046
H -3.710 0.142 -8.286 -0.030 -0.053 0.068
H -2.095 -0.100 -8.895 0.156 0.026 0.100
H -3.427 -0.569 -5.406 -0.023 -0.042 0.039
H -3.729 -2.277 -5.732 0.093 0.026 0.070
H -4.618 -1.059 -6.628 0.077 0.044 -0.147
H -0.103 -1.098 -9.796 -0.006 0.023 0.097
H 0.021 -2.767 -10.363 -0.208 -0.028 0.028
H 1.029 -2.248 -9.050 -0.031 0.153 0.060
H -2.741 -2.318 -9.762 0.012 0.010 0.001
H -2.838 -3.608 -8.558 -0.056 0.110 0.019
H -1.863 -3.842 -9.994 0.081 0.028 0.016
```
Positions in Å, forces in eV/Å.

=====

The following is a quantum chemistry calculation of a molecular structure, C6H7I, from the OMol25 dataset.

Values from the calculation:
ΔE to the lowest compared entry with this formula, charge and spin = 4.035 eV
2S+1 = 1
E_HOMO (alpha / beta) = -7.5 / -7.9 eV
LUMO energy (alpha / beta) = -0.00670 / -0.00233 Eh
Frontier orbital gap (alpha / beta) = 0.268 / 0.288 hartree

The geometry in XYZ format:
```
14
Properties=species:S:1:pos:R:3:forces:R:3
C 0.060 0.044 -1.075 0.171 0.476 3.480
C 0.565 1.298 -0.931 0.384 1.150 -1.092
C -0.098 -0.662 0.135 1.904 3.187 2.677
C 0.740 0.668 1.376 -2.154 -1.612 -2.569
C 1.002 1.843 0.360 -1.460 -4.223 2.113
C -0.177 -2.089 0.549 0.245 0.178 0.762
I 0.126 1.083 3.423 0.376 -0.432 -1.521
H -0.314 -0.367 -1.935 -0.458 -0.839 -2.356
H 0.866 1.957 -1.718 -0.289 -0.112 -1.002
H 2.051 1.891 0.358 1.737 0.698 -0.104
H 0.540 2.719 0.708 -0.526 1.381 0.154
H 0.211 -2.793 -0.204 0.119 0.330 0.249
H -1.160 -2.497 0.869 0.319 0.673 -0.217
H 0.466 -2.043 1.457 -0.368 -0.855 -0.574
```
Positions in Å, forces in eV/Å.

=====

The following is a quantum chemistry calculation of a molecular structure, C5H12O2Si2Zn, from the OMol25 dataset.

Values from the calculation:
ΔE to the lowest compared entry with this formula, charge and spin = 0.000 eV
2S+1 = 1
E_HOMO = -16.9 eV
LUMO energy = -0.39920 Eh
Total charge = +2
Frontier orbital gap = 0.221 hartree

The geometry in XYZ format:
```
22
Properties=species:S:1:pos:R:3:forces:R:3
C 0.924 -1.506 1.487 -0.501 -1.260 2.913
C -0.411 -1.607 0.877 0.213 0.445 -0.050
C -0.559 -1.715 -0.488 -0.023 -1.690 0.812
Si -0.125 0.120 -1.205 -0.225 0.556 -0.373
C -1.177 1.324 -0.246 0.297 0.117 -0.125
C -2.582 0.834 -0.083 -0.130 0.269 -0.148
O -2.816 -0.187 0.504 -0.164 -0.601 0.466
O 1.468 0.241 -0.980 -0.358 0.426 0.123
Si 2.309 1.726 -0.919 1.001 0.216 0.105
H 1.553 -2.381 1.505 0.615 0.066 -1.322
H 1.372 -0.555 1.731 0.205 0.391 -0.523
H -1.284 -1.548 1.511 -0.269 0.351 -0.098
H 0.222 -2.364 -0.892 0.341 0.533 -0.659
H -1.567 -1.989 -0.774 -0.227 0.287 -0.310
H -0.564 0.065 -2.602 0.041 -0.335 0.008
H -1.161 2.280 -0.756 0.026 0.242 -0.233
H -0.759 1.508 0.742 0.099 -0.070 0.250
H -3.389 1.426 -0.521 -0.158 0.121 -0.103
H 3.151 1.650 0.287 -0.137 -0.083 0.070
H 3.156 1.903 -2.101 -0.144 -0.193 -0.111
H 1.361 2.846 -0.801 -0.253 -0.184 -0.002
Zn 0.878 -2.073 3.724 -0.249 0.395 -0.690
```
Positions in Å, forces in eV/Å.

=====

- Which value of 2S+1 does entry 1 give?
  1

=====

- Look up the 2S+1 of the first one.
  1